[1]
DFT (the ωB97M-V functional and the def2-TZVPD basis) results for a structure of composition C27H51GdN2OP3Se in a non-equilibrium geometry.

The geometry in XYZ format:
```
86
Properties=species:S:1:pos:R:3:forces:R:3
Gd 0.373 1.562 -1.496 0.96 -0.84 3.08
Se -3.279 -0.984 -0.815 0.32 1.25 -0.68
P -1.796 2.702 0.710 -0.91 1.01 0.62
P -0.200 0.021 2.294 -0.06 -0.55 0.32
P 2.044 2.407 0.332 -0.01 0.25 0.00
O 1.100 -5.241 -0.903 -0.07 1.34 -0.31
N 0.708 -0.725 -1.455 0.65 -1.36 -1.19
N 2.420 -4.349 0.700 -0.14 1.21 -0.84
C 1.475 -0.568 -2.578 -0.28 -1.66 0.63
C 2.459 2.724 2.028 0.50 0.34 0.60
C 1.621 -2.922 -1.190 0.38 -1.14 -0.34
C 3.460 1.534 -0.430 0.41 0.05 0.24
C -0.988 2.129 -3.187 -2.80 1.79 -3.35
C 0.744 -1.931 -0.815 0.25 1.37 -0.49
C 2.436 -5.626 1.384 0.13 -0.97 0.38
C -4.924 0.685 -4.305 0.74 -0.28 -0.04
C -6.046 1.332 -3.781 -0.64 -0.28 0.13
C 1.339 -0.979 2.440 0.18 0.13 -0.02
C -1.336 -1.334 2.840 -0.10 0.20 -0.13
C -2.861 3.854 -0.273 0.16 0.01 0.04
C -0.099 0.896 3.918 0.02 0.06 -0.24
C -5.594 0.399 -1.596 -0.36 0.67 0.18
C -4.087 -0.056 -3.470 -0.23 -0.13 -1.07
C -1.174 3.936 1.951 0.31 -0.15 -0.17
C -4.409 -0.167 -2.108 0.21 -0.01 0.62
C 2.499 -5.499 2.900 0.00 0.04 0.16
C 2.069 4.047 -0.522 0.30 0.06 0.28
C 1.686 -4.261 -0.457 0.18 -1.49 0.78
C -3.171 2.056 1.788 0.05 -0.30 -0.14
C -6.433 1.094 -2.446 -0.17 -0.23 0.44
C 2.372 -2.794 -2.371 -0.16 0.44 0.53
C 4.804 -3.586 0.292 0.27 -0.25 -0.21
C 3.492 -3.401 1.035 -0.19 0.09 -0.07
C 2.301 -1.587 -3.049 -0.09 0.54 -0.42
C -1.315 2.437 -4.493 -0.13 -0.42 1.71
H 1.179 -1.970 1.998 0.12 0.20 0.12
H -1.772 3.391 -4.773 1.35 0.23 -0.13
H -0.317 4.486 1.540 -0.22 -0.02 0.19
H 5.109 -4.642 0.251 -0.08 0.33 0.02
H 1.665 3.315 2.508 0.29 -0.22 -0.15
H 3.667 -3.501 2.101 -0.07 0.16 0.06
H 1.452 4.773 0.026 0.17 -0.20 -0.14
H 3.301 1.204 -1.473 -0.02 0.27 0.37
H 2.991 -3.619 -2.729 -0.17 0.28 0.14
H 2.860 -1.403 -3.958 0.01 -0.18 -0.02
H -1.071 -1.606 3.873 -0.24 -0.12 -0.37
H 1.725 4.022 -1.576 0.26 -0.03 0.40
H -3.696 1.230 1.293 -0.05 0.17 0.34
H -2.794 1.697 2.757 -0.12 0.08 -0.39
H 2.364 -6.490 3.351 0.09 0.27 -0.15
H 3.396 3.294 2.039 -0.09 -0.08 0.33
H -3.096 0.409 -0.207 -0.28 -1.20 0.11
H -1.976 4.649 2.193 0.27 -0.25 -0.07
H -1.392 1.124 -2.810 1.01 1.15 -0.62
H 3.112 4.383 -0.507 -0.22 0.24 -0.22
H 0.098 0.131 4.677 -0.06 0.31 0.01
H -2.381 -1.002 2.795 0.19 -0.17 0.15
H 0.719 1.625 3.912 -0.22 -0.11 0.12
H -1.207 -2.204 2.179 -0.12 0.14 0.24
H 3.464 -5.106 3.242 -0.25 -0.16 0.07
H -0.724 3.043 -2.518 -1.87 -1.02 -1.03
H 1.692 -4.854 3.273 0.18 -0.09 -0.04
H -6.682 1.967 -4.408 0.30 -0.33 0.16
H 3.289 -6.227 1.034 -0.19 0.08 -0.02
H 5.602 -3.028 0.804 -0.22 -0.16 -0.17
H 4.313 2.219 -0.406 0.11 -0.23 -0.15
H 3.702 0.643 0.165 -0.06 0.20 -0.12
H 0.049 -2.059 0.004 0.15 0.10 0.13
H 3.131 -2.388 0.857 -0.07 0.08 0.08
H -3.904 2.861 1.957 0.34 -0.25 0.01
H 4.735 -3.202 -0.735 0.06 -0.17 0.15
H 2.177 -0.496 1.924 -0.04 -0.15 0.15
H -5.820 0.284 -0.532 -0.14 0.01 -0.46
H -1.040 1.408 4.144 0.21 -0.08 0.07
H -0.864 3.423 2.873 -0.03 0.15 -0.30
H 1.349 0.345 -3.201 0.34 -0.49 0.34
H -2.225 4.498 -0.898 -0.32 -0.07 0.06
H -1.255 1.681 -5.269 -0.69 -0.25 0.14
H -3.443 4.477 0.423 0.14 -0.10 -0.38
H -3.553 3.281 -0.907 0.17 0.20 0.03
H -7.416 1.406 -2.084 0.44 0.21 -0.12
H -3.189 -0.528 -3.874 -0.36 0.00 0.13
H 1.586 -1.100 3.503 0.08 -0.10 -0.27
H 1.533 -6.175 1.114 0.16 0.16 -0.12
H -4.724 0.747 -5.380 0.10 0.08 0.47
H 2.593 1.775 2.565 -0.01 0.33 -0.13
```
Positions in Å, forces in eV/Å.

Results
**LUMO (spin up / spin down)**: -9.291 / -12.572 eV
**HOMO level (spin up / spin down)**: -14.98 / -15.56 eV
**Multiplicity**: 8
**Total charge**: +3
**ΔE to the lowest compared entry with this formula, charge and spin**: 550.2 kJ/mol
**Frontier orbital gap (spin up / spin down)**: 5.686 / 2.991 eV
**Maximum force**: 4.7 eV/A
**<S²>**: 15.81
**E**: -147868.5278 eV

=====

[2]
DFT (the ωB97M-V functional and the def2-TZVPD basis) results for a cluster of 2 separate species, C6H13N4 in total in a non-equilibrium geometry.

The geometry in XYZ format:
```
23
Properties=species:S:1:pos:R:3:forces:R:3
N -2.350 -0.950 -0.825 0.81 -0.04 -0.99
N -2.978 -0.081 -0.015 4.05 -1.70 1.89
N -0.848 -0.050 0.390 -3.69 0.45 0.38
N -1.075 -0.917 -0.627 -2.04 1.29 1.18
C 1.979 0.488 0.147 2.91 0.54 0.78
C -2.105 0.467 0.840 2.91 -2.13 -1.31
C -4.349 0.145 -0.111 -1.98 1.93 -0.91
C 1.788 -0.767 -0.295 -0.11 0.17 1.93
C 2.050 1.655 -0.801 -0.35 2.57 1.08
C 2.246 -2.012 0.404 -1.70 -0.40 -2.32
H -4.327 0.749 -1.086 -1.35 -0.74 1.38
H 1.181 -0.935 -1.154 0.24 0.02 -1.07
H 0.197 0.131 0.522 -0.14 0.19 0.47
H 2.052 1.387 -1.836 -0.13 -0.30 -0.58
H 2.985 -2.340 -0.329 0.44 -0.53 0.51
H -2.323 0.903 1.827 0.26 0.31 -1.00
H 1.460 -2.799 0.422 0.44 0.49 -0.02
H -5.036 -0.749 -0.130 1.17 0.88 -0.03
H 2.988 2.275 -0.610 -1.00 -1.10 -0.20
H 2.610 -1.856 1.365 0.96 0.30 1.54
H 2.616 0.703 1.110 -1.53 -0.86 -1.59
H 1.250 2.446 -0.636 0.59 -0.94 -0.19
H -4.516 0.805 0.773 -0.78 -0.39 -0.95
```
Positions in Å, forces in eV/Å.

Results
**LUMO**: -4.333 eV
**HOMO level**: -12.99 eV
**Total charge**: +1
**ΔE to the lowest compared entry with this formula, charge and spin**: 378.0 kJ/mol
**Frontier orbital gap**: 8.654 eV
**Maximum force**: 4.8 eV/A
**E**: -12382.9902 eV

=====

[3]
DFT (the ωB97M-V functional and the def2-TZVPD basis) results for the ion C8H15O4 with charge +1 in a non-equilibrium geometry.

The geometry in XYZ format:
```
27
Properties=species:S:1:pos:R:3:forces:R:3
O -0.536 1.920 -2.326 -0.06 -0.15 0.38
O 0.805 -0.022 1.547 0.29 0.35 0.75
O 0.080 -2.815 1.247 0.09 0.22 -0.07
O -0.176 1.646 0.572 0.06 0.58 0.51
C -0.296 0.588 -0.410 0.08 -0.61 -1.09
C -0.708 -1.844 0.653 2.14 2.03 -0.45
C -0.538 -4.083 1.393 -0.03 -0.12 0.10
C 0.368 -0.594 0.313 -2.44 -2.57 -0.50
C -0.112 2.394 -3.590 0.04 0.08 -0.14
C 0.449 1.206 1.594 0.03 0.07 0.04
C 0.761 2.055 2.746 0.05 0.16 0.29
C 0.344 1.015 -1.732 -0.18 0.03 0.22
H 0.101 2.917 2.781 -0.05 -0.05 -0.05
H 1.787 2.418 2.652 0.04 -0.04 -0.12
H 0.478 0.117 -2.358 0.02 0.03 0.13
H -1.488 -1.448 1.317 -0.06 0.00 -0.04
H -1.139 -2.163 -0.304 -0.03 0.04 0.01
H 0.713 1.478 3.669 -0.06 -0.04 -0.09
H -1.369 -4.039 2.102 0.00 0.00 -0.01
H -0.897 -4.458 0.431 0.01 0.00 -0.01
H -1.368 0.452 -0.590 0.18 -0.02 0.16
H 0.015 1.570 -4.299 -0.02 0.01 0.01
H -0.899 3.058 -3.936 0.08 0.00 -0.08
H 1.334 1.467 -1.558 -0.05 -0.12 0.03
H 0.828 2.949 -3.510 -0.01 0.00 0.00
H 0.237 -4.740 1.778 -0.12 -0.06 -0.02
H 1.228 -1.043 -0.183 -0.03 0.18 0.05
```
Positions in Å, forces in eV/Å.

Results
**LUMO**: -3.793 eV
**HOMO level**: -13.61 eV
**Total charge**: +1
**Frontier orbital gap**: 9.820 eV
**Maximum force**: 3.6 eV/A
**E**: -16721.0505 eV

=====

[4]
DFT (the ωB97M-V functional and the def2-TZVPD basis) results for the molecule C6H15N6OP in a non-equilibrium geometry.

The geometry in XYZ format:
```
29
Properties=species:S:1:pos:R:3:forces:R:3
P -1.215 0.080 0.472 4.75 0.10 -0.16
O -2.537 0.372 0.979 -0.90 0.19 0.51
N 0.464 -1.765 -0.645 -2.10 0.95 2.97
N 1.434 0.003 0.803 2.79 0.21 -1.71
N 0.362 0.320 1.609 -5.02 -0.52 -1.03
N 0.557 0.553 -1.394 0.93 1.43 0.67
N -0.750 0.915 -0.949 -0.61 -0.60 0.78
N -0.824 -1.462 0.002 -0.39 -0.92 -0.20
C 1.591 0.878 -0.359 -2.82 -0.47 -0.25
C -1.874 -2.475 -0.013 -0.88 1.43 -0.31
C 1.444 -1.363 0.376 1.93 -1.78 -0.12
C 0.429 1.642 2.241 2.81 -1.29 -0.84
C 0.599 -0.831 -1.713 -0.02 -1.65 -2.58
C -1.222 2.245 -1.218 2.61 2.20 -1.35
H -2.015 -2.975 -1.005 0.29 0.44 0.85
H -2.277 2.234 -1.057 -0.72 0.34 -0.20
H 1.571 -1.247 -2.068 -0.27 1.47 -0.72
H 2.474 0.962 -0.914 1.95 -0.84 -0.14
H -0.742 3.060 -0.576 -0.65 -0.99 -0.30
H 0.231 2.442 1.475 -0.35 -0.19 1.57
H 1.543 1.627 2.461 -1.05 0.83 0.03
H -0.206 -1.005 -2.473 0.76 -0.08 0.56
H -0.866 2.628 -2.285 -1.20 -1.30 1.86
H 2.427 -1.691 -0.076 -0.58 1.02 0.42
H -1.741 -3.169 0.806 -0.01 -0.48 -0.03
H 1.387 -1.968 1.261 -0.64 -0.45 0.31
H -2.760 -1.816 0.213 0.27 -1.36 -0.25
H -0.047 1.524 3.218 -0.59 0.92 -0.53
H 1.407 1.852 -0.008 -0.32 1.39 0.19
```
Positions in Å, forces in eV/Å.

Results
**LUMO**: 0.806 eV
**HOMO level**: -7.79 eV
**Structure (SMILES)**: CN1N2CN3CN(C2)N(C)P1(=O)N3C
**ΔE to the lowest compared entry with this formula, charge and spin**: 115.6 kJ/mol
**Frontier orbital gap**: 8.592 eV
**Maximum force**: 5.2 eV/A
**E**: -26738.8656 eV